## A
Formula: C6H11N
Source: OMol25
Level of theory: the ωB97M-V functional and the def2-TZVPD basis

```
! RIJCOSX wB97M-V def2-TZVPD def2/J DEFGRID3
* xyz -1 2
C -0.36578 1.11826 1.87694
N 0.48402 0.94335 0.60815
C -0.09400 -0.26529 -0.03555
C -0.77675 -0.21626 -1.24844
C -1.62243 0.90795 -1.58401
C 2.04124 -1.61584 0.15197
C 0.66214 -1.46009 0.18821
H -1.41487 1.22043 1.63104
H -0.05370 2.10127 2.27153
H -0.40054 0.16288 2.42254
H 0.41175 1.73104 -0.01549
H -0.76852 -0.84804 -2.11666
H -2.60624 0.59436 -2.10563
H -1.21463 1.54940 -2.37519
H -1.87785 1.60461 -0.80549
H 2.64225 -2.51690 0.26956
H 2.68650 -0.73154 -0.07106
H 0.14108 -2.28330 0.54307
*
```

The HOMO energy (spin up / spin down) is 0.435 / -2.800 eV. The expectation value of S² is 0.763. The calculation puts the molar mass at 97.161 g/mol.



## B
Formula: C6H11N
Source: OMol25
Level of theory: the ωB97M-V functional and the def2-TZVPD basis

```
! RIJCOSX wB97M-V def2-TZVPD def2/J DEFGRID3
* xyz -1 2
C 0.91778 -2.18463 -0.27342
N 1.01869 -0.76078 -0.40337
C -0.08565 0.08577 -0.21636
C 0.11470 1.45080 -0.00499
C 1.39504 2.14941 0.31253
C -2.51960 -0.09092 0.59154
C -1.41648 -0.44859 -0.13645
H 1.85945 -2.63427 -0.60939
H 0.12769 -2.60934 -0.88656
H 0.79552 -2.60032 0.74601
H 1.93411 -0.39663 -0.22190
H -0.79186 2.03304 0.10028
H 2.10651 2.15365 -0.54116
H 1.99848 1.65674 1.09967
H 1.19928 3.19340 0.55489
H -3.49899 -0.48913 0.34244
H -2.50765 0.67107 1.36541
H -1.54666 -1.32728 -0.77997
*
```

The HOMO energy (spin up / spin down) is 0.705 / -2.162 eV. The expectation value of S² is 0.762. The calculation puts the molar mass at 97.161 g/mol.



## C
Formula: C6H11N
Source: OMol25
Level of theory: the ωB97M-V functional and the def2-TZVPD basis

```
! RIJCOSX wB97M-V def2-TZVPD def2/J DEFGRID3
* xyz -1 2
C 1.34411 -1.75073 0.64198
C 0.56886 -0.45385 0.32770
C 0.82089 0.18662 -0.84843
N 1.47996 -0.38208 -2.02408
C -0.61325 0.13351 1.33823
C -1.73852 0.61331 0.55366
C -2.16506 1.88931 0.26751
H 2.45406 -1.59153 0.31675
H 1.00079 -2.44057 -0.14980
H 1.16349 -2.14621 1.62909
H 0.47839 1.22476 -1.00548
H 1.52926 0.43211 -2.70317
H 1.32795 -1.38903 -1.92750
H -0.78613 -0.73608 2.00586
H -0.11530 0.88126 2.09089
H -2.18286 -0.23225 -0.07784
H -3.09648 2.14772 -0.15798
H -1.43506 2.81538 0.46382
*
```

The HOMO energy (spin up / spin down) is 1.339 / -3.042 eV. The expectation value of S² is 0.754. The calculation puts the molar mass at 97.161 g/mol.



Stability check: which of them is most stable? B.



## A
Formula: C8H12N3
Source: OMol25
Level of theory: the ωB97M-V functional and the def2-TZVPD basis

```
! RIJCOSX wB97M-V def2-TZVPD def2/J DEFGRID3
* xyz 1 1
C 2.74354 1.13572 -0.38396
C 1.52894 0.40323 0.04264
C 0.56830 0.75225 0.86801
C -0.47679 -0.51354 1.08849
C -1.73150 -0.13786 0.34321
N -2.28746 -1.01483 -0.41165
C -3.49797 -0.43989 -0.83436
C -3.55009 0.80156 -0.28780
N -2.47725 1.00424 0.51855
N 0.27207 -1.60006 0.40266
C 1.41830 -1.04221 -0.40965
H 3.50895 0.64494 0.20133
H 2.72652 2.29512 -0.12479
H 2.82273 1.07095 -1.46817
H 0.44910 1.60315 1.43716
H -0.63972 -0.70832 2.18748
H -1.68017 -1.84206 -0.55704
H -4.25655 -0.61916 -1.49460
H -4.32628 1.60760 -0.56961
H -2.03322 1.84776 0.85158
H 0.75286 -2.22753 1.14567
H 1.19849 -1.18413 -1.49056
H 2.31661 -1.67722 -0.30983
*
```

The HOMO energy is -13.199 eV. As for the structure (SMILES): CC1=C[C@@H](c2[nH]cc[nH+]2)NC1. The calculation puts the molar mass at 150.205 g/mol.



## B
Formula: C8H12N3
Source: OMol25
Level of theory: the ωB97M-V functional and the def2-TZVPD basis

```
! RIJCOSX wB97M-V def2-TZVPD def2/J DEFGRID3
* xyz 1 1
C -2.98130 -0.81115 0.10026
C -3.03772 0.56297 0.12510
C -1.80193 -1.42940 -0.00469
C -2.00116 1.49293 -0.03716
C -0.75134 -0.58974 -0.15422
C -0.85217 0.79447 -0.19139
C 1.56323 0.20504 1.40583
C 2.80897 -0.16447 -0.71001
N 0.65648 -1.05501 -0.33195
N 0.89823 1.35526 -0.43516
N 1.48395 0.09484 -0.09202
H -3.95252 -1.36155 0.20484
H -4.05322 1.00379 0.29851
H -1.72431 -2.55614 0.07300
H -2.11284 2.57299 0.16384
H 2.28743 1.04932 1.53637
H 0.65142 0.55678 1.81358
H 1.88184 -0.82466 1.62597
H 2.97859 -1.17302 -0.39929
H 2.69937 -0.21135 -1.83761
H 3.55487 0.53478 -0.39723
H 0.88927 -1.41381 -1.27139
H 0.91488 1.36715 -1.48518
*
```

The HOMO energy is -13.185 eV. The calculation puts the molar mass at 150.205 g/mol.



Stability check: which of them is most stable? A.